(1)
DFT (ωB97M-V/def2-TZVPD) results for a molecular structure, C24H36BiNO2P2.

XYZ file:
```
66
C24H36BiNO2P2, DFT ωB97M-V/def2-TZVPD
C -1.01 2.80 -3.48
C -1.07 1.79 -2.49
N 0.10 1.44 -1.84
C 1.28 2.00 -2.19
C 1.36 3.00 -3.16
C 0.19 3.41 -3.80
C -2.29 1.10 -2.21
P -2.52 -0.07 -0.91
Bi -0.02 -0.14 0.04
P 2.54 -0.07 -0.64
C 2.56 1.57 -1.49
C -0.14 -2.24 1.31
C -0.58 -2.06 2.62
C -0.53 -3.15 3.52
C -0.10 -4.39 3.06
C 0.29 -4.57 1.73
C 0.26 -3.48 0.83
O -1.63 -0.90 -4.45
O 1.09 -1.17 -4.23
H -1.95 3.08 -3.98
H 2.33 3.44 -3.38
H 0.22 4.20 -4.55
C -3.52 0.53 0.49
C -3.32 -1.63 -1.42
H 3.38 1.51 -2.23
H 2.85 2.31 -0.72
H -2.05 -0.19 -3.89
H -3.17 1.39 -2.79
C 3.43 -0.13 0.93
C 3.37 -1.22 -1.73
H -0.95 -1.09 2.97
H -0.82 -2.99 4.56
H -0.06 -5.23 3.76
H 0.62 -5.55 1.36
H 0.55 -3.65 -0.21
H -0.20 -2.68 -2.18
H 1.25 -2.10 -4.47
H 0.10 -1.06 -4.28
H -1.88 -0.67 -5.34
H 0.27 -2.08 -2.21
H -4.57 0.65 0.20
H -3.45 -0.18 1.32
H -3.14 1.50 0.84
H -4.40 -1.51 -1.56
H -2.86 -2.00 -2.35
H -3.15 -2.39 -0.64
H 4.43 -0.95 -1.87
H 3.32 -2.23 -1.31
H 2.84 -1.22 -2.70
H 4.49 0.14 0.80
H 2.98 0.54 1.67
H 3.36 -1.15 1.34
C 0.08 2.03 1.28
C 0.06 1.88 2.75
C -1.15 1.56 3.42
C -1.23 1.64 4.81
C -0.11 1.99 5.57
C 1.12 2.16 4.92
C 1.22 2.07 3.54
H -0.84 2.48 0.87
H 0.97 2.52 0.85
H -2.05 1.32 2.84
H -2.18 1.43 5.30
H -0.18 2.08 6.65
H 2.02 2.36 5.52
H 2.19 2.23 3.03
```

E in eV: -55470.2392
Total charge: 0
Energy relative to the best compared isomer or geometry (same formula, charge and spin) in kJ/mol: 0.0
Spin multiplicity: 1
HOMO level in Ha: -0.197

=====

(2)
DFT (ωB97M-V/def2-TZVPD) results for a molecular structure, C24H36Br10F2N2O4.

XYZ file:
```
78
C24H36Br10F2N2O4, DFT ωB97M-V/def2-TZVPD
C -2.92 -1.51 2.72
N -4.08 -0.66 2.36
O -4.83 -1.05 1.49
O -4.21 0.40 2.94
H -2.00 -1.09 2.32
H -3.08 -2.46 2.22
H -2.91 -1.62 3.80
C -0.16 -0.63 -1.17
N -0.48 -0.46 0.28
O -1.35 0.32 0.62
O 0.10 -1.19 1.06
H 0.39 0.24 -1.51
H -1.07 -0.78 -1.73
H 0.50 -1.49 -1.22
Br 1.25 1.59 -3.98
C 2.83 2.46 -3.21
C 3.91 1.45 -2.87
Br 5.63 2.32 -2.69
H 2.58 3.12 -2.39
H 3.17 3.09 -4.03
H 3.97 0.75 -3.70
H 3.67 0.89 -1.96
Br -5.30 2.94 1.55
C -4.91 1.07 1.12
C -4.72 0.83 -0.36
Br -6.44 0.55 -1.25
H -5.73 0.49 1.53
H -4.04 0.79 1.72
H -4.15 -0.07 -0.54
H -4.28 1.68 -0.87
Br 1.52 -2.18 -8.66
C 0.12 -2.31 -7.26
C 0.43 -1.32 -6.17
Br -0.70 -1.82 -4.61
H 0.20 -3.32 -6.85
H -0.87 -2.16 -7.68
H 0.19 -0.31 -6.48
H 1.45 -1.32 -5.80
Br 0.26 -2.66 3.94
C 1.81 -3.00 2.79
C 2.45 -1.69 2.42
Br 3.25 -0.71 3.93
H 1.47 -3.58 1.94
H 2.51 -3.58 3.38
H 1.72 -0.99 2.02
H 3.22 -1.78 1.66
Br 0.14 -4.16 -1.55
C -0.14 -5.37 -0.06
C -1.14 -4.74 0.87
Br -1.47 -5.77 2.50
H 0.82 -5.64 0.37
H -0.55 -6.26 -0.52
H -2.11 -4.50 0.45
H -0.76 -3.79 1.25
F -2.34 4.37 2.73
C -1.50 3.40 3.09
C -0.96 3.40 4.37
C -0.16 2.32 4.73
C 0.09 1.27 3.88
C -0.48 1.29 2.61
C -1.29 2.36 2.22
H -1.28 4.19 5.04
H 0.24 2.25 5.74
H 0.64 0.37 4.12
H -0.38 0.52 1.85
H -1.69 2.30 1.22
F 1.30 0.67 -1.26
C 2.03 1.73 -0.86
C 1.95 2.94 -1.53
C 2.81 3.96 -1.15
C 3.72 3.78 -0.11
C 3.72 2.59 0.60
C 2.86 1.57 0.24
H 1.19 3.06 -2.29
H 2.75 4.89 -1.70
H 4.32 4.64 0.15
H 4.39 2.50 1.44
H 2.93 0.60 0.71
```

E in eV: -742481.6167
Total charge: 0
Spin multiplicity: 1
HOMO level in Ha: -0.313

=====

(3)
DFT (ωB97M-V/def2-TZVPD) results for a molecular structure, C24H36BrCuN2O3S.

XYZ file:
```
68
C24H36BrCuN2O3S, DFT ωB97M-V/def2-TZVPD
Cu -0.18 -0.22 0.35
C 3.16 1.39 -1.41
C 2.78 0.42 -0.31
C 2.16 -0.80 -0.61
C 2.03 -1.31 -2.03
C 1.77 -1.65 0.45
C 1.40 -3.09 0.18
C 1.96 -1.24 1.79
C 1.55 -2.19 2.90
C 2.59 -0.03 2.07
C 2.71 0.46 3.49
C 3.06 0.76 1.01
C 3.84 2.02 1.31
H 4.21 1.27 -1.72
H 3.04 2.42 -1.08
H 2.56 1.26 -2.31
H 0.99 -1.49 -2.30
H 2.57 -2.25 -2.14
H 2.45 -0.62 -2.75
H 2.29 -3.71 0.32
H 1.04 -3.25 -0.83
H 0.64 -3.46 0.86
H 0.47 -2.34 2.92
H 1.86 -1.84 3.87
H 2.01 -3.17 2.74
H 3.57 0.03 4.00
H 1.82 0.19 4.07
H 2.80 1.54 3.54
H 3.18 2.89 1.38
H 4.57 2.23 0.52
H 4.39 1.94 2.24
C -1.25 2.93 -2.70
C -1.40 1.93 -1.57
O -0.25 1.07 -1.48
H -2.14 3.55 -2.78
H -1.10 2.41 -3.65
H -0.39 3.58 -2.53
H -2.24 1.27 -1.75
H -1.55 2.45 -0.62
H 0.53 1.63 -1.38
C -3.35 -3.03 -2.55
N -3.78 -2.00 -1.60
C -3.01 -1.45 -0.67
S -1.37 -1.98 -0.52
N -3.55 -0.55 0.14
C -4.91 -0.07 0.02
H -4.06 -3.04 -3.37
H -3.32 -4.01 -2.08
H -2.36 -2.79 -2.93
H -4.76 -1.79 -1.58
H -2.96 -0.15 0.87
H -5.64 -0.88 0.12
H -5.07 0.44 -0.93
H -5.09 0.64 0.82
Br -3.88 1.69 3.16
C -2.36 2.78 3.48
C -2.55 3.83 4.37
C -1.51 4.69 4.67
C -0.27 4.52 4.07
C -0.08 3.48 3.18
C -1.12 2.59 2.87
C -0.79 1.50 1.92
O -1.57 0.52 1.70
O 0.31 1.52 1.29
H -3.52 3.96 4.82
H -1.67 5.50 5.36
H 0.55 5.19 4.30
H 0.87 3.32 2.71
```

E in eV: -160109.2128
Total charge: +1
Energy relative to the best compared isomer or geometry (same formula, charge and spin) in kJ/mol: 0.0
Spin multiplicity: 2
HOMO level (spin up / spin down) in Ha: -0.414 / -0.415
<S²>: 0.7537

=====

(4)
DFT (ωB97M-V/def2-TZVPD) results for a molecular structure, C24H36BrN7O2S2SbV.

XYZ file:
```
74
C24H36BrN7O2S2SbV, DFT ωB97M-V/def2-TZVPD
V -0.04 0.66 0.98
C 1.13 -0.72 6.20
C 1.60 -0.34 4.83
C 2.94 -0.11 4.54
C 3.36 0.26 3.28
C 2.40 0.39 2.31
Br 2.70 0.90 0.51
N 1.10 0.20 2.54
C 0.71 -0.16 3.79
H 1.79 -1.47 6.65
H 0.12 -1.13 6.18
H 1.13 0.15 6.86
H 3.68 -0.22 5.33
H 4.41 0.43 3.05
H -0.36 -0.32 3.93
N -6.61 -1.00 -2.87
C -5.57 -0.43 -2.24
C -4.63 -1.22 -1.55
C -3.57 -0.64 -0.90
C -3.44 0.75 -0.93
C -4.36 1.56 -1.61
C -5.41 0.97 -2.25
S -2.17 1.51 -0.09
O -2.45 2.91 0.07
O -1.96 0.75 1.21
N -0.65 1.29 -0.69
C -0.37 1.33 -2.08
N -1.35 1.67 -2.89
C -1.04 1.79 -4.18
C 0.26 1.61 -4.64
C 1.19 1.25 -3.69
N 0.89 1.08 -2.40
H -6.74 -2.00 -2.88
H -7.29 -0.45 -3.36
H -4.76 -2.30 -1.52
H -2.86 -1.25 -0.36
H -4.24 2.64 -1.61
H -6.14 1.59 -2.76
H -1.84 2.05 -4.85
H 0.52 1.75 -5.68
H 2.23 1.09 -3.97
C 0.58 4.56 0.28
Sb 0.13 3.22 1.85
C -1.33 4.24 2.98
C 1.81 3.59 3.10
H 0.92 5.51 0.70
H -0.31 4.71 -0.32
H 1.37 4.13 -0.33
H -0.92 5.21 3.26
H -1.58 3.67 3.87
H -2.22 4.37 2.37
H 1.85 4.66 3.29
H 2.74 3.28 2.62
H 1.71 3.07 4.06
C 3.09 -1.67 -3.33
C 2.91 -2.62 -2.16
N 1.92 -2.06 -1.22
C 1.07 -2.68 -0.41
S -0.18 -1.78 0.40
N 1.06 -3.99 -0.15
C 2.03 -5.08 -0.39
C 1.59 -6.04 -1.48
H 3.74 -2.14 -4.07
H 3.56 -0.74 -3.02
H 2.13 -1.45 -3.81
H 3.86 -2.77 -1.65
H 2.55 -3.58 -2.51
H 1.77 -1.06 -1.29
H 0.27 -4.25 0.42
H 2.12 -5.60 0.56
H 3.01 -4.65 -0.59
H 0.63 -6.49 -1.23
H 2.32 -6.85 -1.57
H 1.49 -5.55 -2.44
```

E in eV: -163924.5610
Total charge: +2
Spin multiplicity: 3
HOMO level (spin up / spin down) in Ha: -0.468 / -0.469
<S²>: 2.0206

=====

(5)
DFT (ωB97M-V/def2-TZVPD) results for a molecular structure, C24H36F16N2O25S4V.

XYZ file:
```
108
C24H36F16N2O25S4V, DFT ωB97M-V/def2-TZVPD
V -0.16 0.03 2.13
C -0.96 -1.33 6.18
F -0.52 -1.66 7.38
F -2.22 -1.77 6.06
F -0.95 -0.03 6.07
S 0.30 -2.07 4.90
O 1.51 -1.23 5.00
O 0.54 -3.44 5.24
N -0.58 -1.71 3.37
S -1.44 -3.00 3.07
O -2.09 -3.73 4.18
O -2.42 -2.66 2.01
C -0.37 -4.40 2.13
F -0.91 -4.61 0.90
F 0.97 -4.11 2.01
F -0.56 -5.62 2.70
C -2.65 -0.53 -1.28
F -3.03 -1.54 -2.12
F -2.89 0.66 -1.74
F -3.30 -0.72 -0.09
S -0.73 -0.71 -0.88
O -0.74 -1.88 -0.01
O 0.08 -0.80 -2.13
N -0.30 0.61 0.13
S 0.19 1.59 -0.97
O 1.60 1.35 -1.08
O -0.55 1.68 -2.21
C -0.01 3.27 -0.08
F -1.18 3.41 0.62
F 0.92 3.49 0.77
F 0.11 4.23 -1.04
C 1.48 6.22 3.08
C 0.52 5.89 4.17
O 1.33 5.93 5.32
C 2.61 5.77 4.97
O 3.56 5.49 5.69
O 2.76 5.80 3.58
F -0.08 4.75 3.94
H 1.58 7.28 2.87
H 1.31 5.64 2.17
H -0.29 6.61 4.26
C -2.11 -6.31 -3.18
C -1.61 -5.54 -1.94
O -2.42 -4.40 -2.01
C -3.61 -4.79 -2.44
O -4.64 -4.14 -2.21
O -3.41 -5.89 -3.24
F -0.36 -5.15 -1.94
H -2.00 -7.39 -3.11
H -1.58 -6.10 -4.12
H -1.79 -6.14 -1.05
C -1.67 -2.63 -5.40
C -1.36 -2.05 -6.82
O -0.02 -2.56 -6.95
C 0.37 -3.27 -5.86
O 1.53 -3.58 -5.72
O -0.61 -3.48 -5.01
F -1.37 -0.78 -6.91
H -2.60 -3.19 -5.51
H -1.77 -1.80 -4.69
H -1.92 -2.53 -7.63
C 3.02 -2.45 -2.99
C 2.13 -3.61 -2.64
O 2.20 -3.63 -1.24
C 3.36 -3.01 -0.84
O 3.73 -3.00 0.28
O 3.86 -2.34 -1.90
F 2.68 -4.75 -3.20
H 2.50 -1.50 -3.06
H 3.52 -2.52 -3.96
H 1.09 -3.50 -2.97
C 5.72 4.91 2.46
C 5.08 4.86 1.06
C 4.50 3.44 0.88
O 4.72 2.80 2.11
C 5.72 3.45 2.84
H 5.04 5.48 3.10
H 6.61 5.54 2.42
H 5.83 5.02 0.29
H 4.29 5.61 1.02
H 5.10 3.04 0.07
H 3.43 3.38 0.68
H 6.68 3.00 2.57
H 5.59 3.46 3.93
C -2.14 4.20 -3.95
O -1.63 4.89 -2.88
H -1.83 4.50 -4.95
H -1.70 3.20 -3.98
H -3.22 4.29 -3.89
H -1.81 4.53 -2.01
C -6.66 -0.54 -2.62
O -7.36 0.25 -3.54
H -5.58 -0.57 -2.72
H -6.94 -0.18 -1.63
H -7.14 -1.52 -2.61
H -7.47 1.05 -3.02
C 3.05 -0.21 1.97
O 1.71 -0.71 1.74
H 3.76 -0.76 1.36
H 3.13 0.81 1.60
H 3.53 -0.25 2.95
H 1.92 -1.64 1.63
C -3.20 0.93 3.66
O -2.68 0.50 2.41
H -4.26 1.16 3.51
H -3.30 0.15 4.42
H -2.65 1.76 4.08
H -3.41 0.02 2.01
```

E in eV: -192139.6675
Total charge: 0
Energy relative to the best compared isomer or geometry (same formula, charge and spin) in kJ/mol: 493.2
Spin multiplicity: 4
HOMO level (spin up / spin down) in Ha: -0.361 / -0.361
<S²>: 3.7537

=====

(6)
DFT (ωB97M-V/def2-TZVPD) results for a molecular structure, C24H36F2IrN3OS2.

XYZ file:
```
69
C24H36F2IrN3OS2, DFT ωB97M-V/def2-TZVPD
Ir 1.62 -0.29 -0.38
F 1.50 -1.76 4.84
C 1.61 -0.77 3.96
C 1.40 -1.05 2.62
C 1.51 -0.02 1.70
C 1.80 1.29 2.11
C 2.05 1.49 3.47
F 2.42 2.69 3.91
C 1.95 0.49 4.41
C 1.86 2.33 1.09
C 1.89 3.70 1.32
C 2.02 4.57 0.25
C 2.10 4.07 -1.04
C 2.00 2.70 -1.21
N 1.87 1.88 -0.18
H 1.16 -2.06 2.33
H 2.15 0.68 5.46
H 1.83 4.08 2.32
H 2.06 5.64 0.43
H 2.23 4.72 -1.89
H 2.04 2.26 -2.20
C 6.72 -1.14 -1.88
C 6.46 -0.29 -0.65
S 4.86 -0.56 0.20
O 3.80 -0.22 -0.85
C 4.84 -2.41 0.31
C 3.77 -3.00 -0.58
H 7.47 -0.65 -2.49
H 5.82 -1.24 -2.49
H 7.10 -2.13 -1.63
H 6.44 0.77 -0.90
H 7.20 -0.44 0.14
H 4.66 -2.63 1.37
H 5.83 -2.76 0.05
H 2.78 -2.59 -0.32
H 3.73 -4.08 -0.45
H 3.96 -2.79 -1.63
C -3.63 0.01 -4.33
C -4.95 -0.58 -3.83
C -5.06 -0.79 -2.32
C -4.13 -1.83 -1.69
N -2.72 -1.43 -1.79
C -1.87 -0.89 -0.94
S -0.38 -0.37 -1.73
N -2.02 -0.69 0.35
C -3.01 -1.25 1.29
C -4.26 -0.38 1.47
C -4.01 0.88 2.29
C -5.26 1.76 2.34
H -3.79 0.52 -5.28
H -2.87 -0.76 -4.52
H -3.23 0.75 -3.64
H -5.15 -1.52 -4.35
H -5.75 0.11 -4.10
H -6.08 -1.11 -2.10
H -4.90 0.17 -1.82
H -4.23 -2.78 -2.21
H -4.41 -1.98 -0.65
H -2.40 -1.43 -2.74
H -1.28 -0.16 0.78
H -2.50 -1.35 2.25
H -3.28 -2.25 0.96
H -4.99 -0.99 2.00
H -4.69 -0.11 0.51
H -3.18 1.45 1.87
H -3.74 0.60 3.31
H -5.55 2.08 1.34
H -5.08 2.65 2.95
H -6.10 1.22 2.77
```

E in eV: -61919.2112
Total charge: +2
Energy relative to the best compared isomer or geometry (same formula, charge and spin) in kJ/mol: 240.2
Spin multiplicity: 1
HOMO level in Ha: -0.527